(1)
The following is a DFT calculation (ωB97M-V/def2-TZVPD) of a structure of composition C46H38BrN2O3P2PbS2.

The geometry in XYZ format:
```
95
Properties=species:S:1:pos:R:3:forces:R:3:mulliken_charge:R:1
Pb -0.910897 0.507921 1.125195 -0.1 0.1 0.1 1.511
O 2.468114 1.487489 2.554544 0.1 0.1 -0.1 -0.241
S 1.311590 2.364872 -0.193333 -0.1 0.0 0.1 0.355
C 2.408053 1.370437 -1.197952 0.0 0.0 0.0 1.325
C 3.373106 2.019275 -1.963721 0.0 0.0 0.0 -0.869
C 4.329967 1.295628 -2.648938 0.0 0.0 0.0 -0.927
C 4.357106 -0.090206 -2.548318 0.0 0.0 0.0 -0.944
C 3.398907 -0.736452 -1.793625 0.0 0.0 0.0 -0.279
C 2.399783 -0.023557 -1.123707 0.0 0.0 0.0 -0.500
P 1.106828 -0.970378 -0.257202 0.0 0.1 0.3 2.398
C 0.636054 -2.244238 -1.451470 0.0 0.0 -0.1 0.492
C 0.717877 -1.997044 -2.820419 0.0 0.0 0.0 -0.780
C 0.332676 -2.971420 -3.726436 0.0 0.0 0.0 -0.652
C -0.161701 -4.186400 -3.277029 0.0 0.0 0.0 -0.850
C -0.275502 -4.425182 -1.914818 0.0 0.0 0.0 -0.805
C 0.120733 -3.459882 -1.004206 0.0 0.0 0.0 -0.721
C 1.913819 -1.855949 1.110261 0.0 0.0 0.0 0.574
C 1.806214 -1.320216 2.390947 0.0 -0.2 0.0 1.758
C 2.395187 -1.946089 3.479113 0.0 -0.1 -0.1 0.331
C 3.106108 -3.119915 3.287663 0.0 0.0 0.0 -1.055
C 3.232769 -3.658492 2.013059 0.0 0.0 0.0 -0.863
C 2.641058 -3.032685 0.929006 0.0 0.0 -0.1 -0.427
C 0.509020 3.427213 -1.385663 0.1 0.0 -0.1 0.200
C 1.139956 4.631883 -1.686409 0.0 0.0 0.0 -0.377
C 0.570698 5.524135 -2.579516 0.0 0.0 0.0 -0.894
C -0.651227 5.228480 -3.163694 0.0 0.0 0.0 -0.880
C -1.301378 4.050972 -2.837154 0.0 0.0 0.0 -0.312
C -0.734375 3.134032 -1.951845 -0.1 0.0 0.0 -0.439
P -1.693732 1.647748 -1.501537 0.1 -0.2 0.0 0.722
C -1.765336 0.621113 -2.990186 0.0 0.1 0.0 0.651
C -2.550148 -0.531930 -2.925638 0.0 0.0 0.0 -0.489
C -2.707893 -1.330237 -4.043141 0.0 0.0 0.0 -0.776
C -2.061262 -0.999058 -5.228407 0.0 0.0 0.0 -0.730
C -1.248256 0.121266 -5.286078 0.0 0.0 0.0 -0.622
C -1.102083 0.935802 -4.170333 0.0 0.0 0.0 -0.751
C -3.379784 2.297031 -1.310180 0.0 0.0 0.0 0.982
C -3.687120 2.925627 -0.104081 0.0 0.0 0.0 -0.849
C -4.946199 3.462608 0.106602 0.0 0.0 0.0 -0.763
C -5.913015 3.365022 -0.884366 0.0 0.0 0.0 -0.537
C -5.616916 2.736283 -2.084361 0.0 0.0 0.0 -0.725
C -4.354079 2.203916 -2.300517 0.0 0.0 0.0 -0.048
H 3.381366 3.099210 -2.009744 0.0 0.0 0.0 0.387
H 5.070506 1.814168 -3.242219 0.0 0.0 0.0 0.438
H 5.119525 -0.660988 -3.059370 0.0 0.0 0.0 0.461
H 3.408054 -1.817610 -1.737139 0.0 0.0 0.0 0.397
H 1.100897 -1.052859 -3.186896 0.0 0.0 0.0 0.376
H 0.419121 -2.776572 -4.786028 0.0 0.0 0.0 0.524
H -0.455798 -4.947817 -3.986591 0.0 0.0 0.0 0.428
H -0.662253 -5.371146 -1.560410 0.0 0.0 0.0 0.459
H 0.039407 -3.656608 0.057304 0.0 0.0 0.0 0.580
H 1.285196 -0.390653 2.566860 0.0 -0.1 -0.1 -2.359
H 2.292467 -1.512567 4.465789 0.0 -0.2 -0.2 -0.135
H 3.565500 -3.616362 4.131643 0.0 0.0 0.0 0.462
H 3.794262 -4.570714 1.864409 0.0 0.0 0.0 0.459
H 2.734473 -3.470698 -0.057217 0.0 0.0 0.0 0.401
H 2.075024 4.872428 -1.198943 0.0 0.0 0.0 0.558
H 1.073969 6.454141 -2.805525 0.0 0.0 0.0 0.418
H -1.108736 5.922259 -3.854676 0.0 0.0 0.0 0.448
H -2.274886 3.846901 -3.264217 0.0 0.0 0.0 0.534
H -3.060312 -0.795161 -2.004839 0.0 0.0 0.0 0.426
H -3.327964 -2.214497 -3.988806 0.0 0.0 0.0 0.479
H -2.188020 -1.621175 -6.104313 0.0 0.0 0.0 0.433
H -0.737662 0.375465 -6.205230 0.0 0.0 0.0 0.396
H -0.483860 1.822586 -4.231322 0.0 0.0 0.0 0.431
H -2.939440 3.011288 0.678051 0.0 0.0 0.0 0.450
H -5.174435 3.949410 1.044742 0.0 0.0 0.0 0.438
H -6.899455 3.775921 -0.718322 0.0 0.0 0.0 0.397
H -6.370806 2.659135 -2.856271 0.0 0.0 0.0 0.442
H -4.131886 1.710637 -3.238278 0.0 0.0 0.0 0.426
S -2.397520 -1.839253 0.840573 0.0 0.1 0.0 -0.381
C -2.079210 -2.670699 2.311445 -0.1 0.0 -0.2 0.276
N -2.063487 -4.008691 2.354251 0.0 0.1 -0.1 -0.102
C -1.835717 -4.511392 3.706676 0.0 -0.1 0.0 -0.538
C -1.627260 -3.206142 4.505004 -0.1 0.0 0.1 -0.448
N -1.856711 -2.166259 3.502493 0.2 0.1 0.0 0.115
H -2.356149 -4.560189 1.567840 0.0 0.0 0.0 0.251
H -0.954962 -5.152345 3.730819 0.0 0.0 0.0 0.304
H -2.695908 -5.080579 4.058797 0.0 0.0 0.0 0.292
H -0.627631 -3.105359 4.918630 0.0 0.0 0.0 0.192
H -2.345816 -3.098510 5.316049 0.1 0.0 0.0 0.400
H -1.620949 -1.179616 3.670381 -0.3 -0.1 0.1 0.053
Br 2.153960 -0.627940 6.833256 0.0 0.1 0.2 -0.083
C 2.216102 0.657570 5.453590 0.0 0.2 0.0 0.557
C 3.477843 1.389493 5.416583 0.0 0.0 0.0 -0.700
C 3.721516 2.334841 4.505266 0.0 0.0 0.0 -0.957
C 2.758264 2.585806 3.427515 0.1 0.1 0.0 -0.167
C 1.466193 1.876230 3.510450 -0.2 0.0 0.1 0.049
C 1.203083 0.913455 4.603872 0.0 0.0 0.1 -0.529
C -0.148134 0.219957 4.598221 0.1 0.3 0.1 0.636
O -0.417878 -0.622947 5.441671 0.0 -0.1 0.0 -0.703
O -0.932652 0.556122 3.627683 0.2 -0.2 -0.1 -0.920
H 4.193220 1.176778 6.198194 0.0 0.0 0.0 0.461
H 4.614517 2.941043 4.567842 0.0 0.0 0.0 0.415
H 2.802277 3.538682 2.911328 0.0 0.0 0.0 0.558
H 0.594032 2.342399 3.067020 0.0 0.0 0.0 0.619
```
Positions in Å, forces in eV/Å.

Relative energy (zero: lowest compared OMol25 entry of this formula, charge and spin), kcal/mol: 16.6
HOMO, eV: -10.51
Total charge: +1
LUMO level, eV: -2.5
HOMO-LUMO gap, hartree: 0.2956
Multiplicity: 1

(2)
The following is a DFT calculation (ωB97M-V/def2-TZVPD) of a structure of composition C20H24Cl3N5O3PRhS2.

The geometry in XYZ format:
```
59
Properties=species:S:1:pos:R:3:forces:R:3:mulliken_charge:R:1
Rh 0.637120 -0.295427 0.895653 -0.3 -0.7 0.3 0.051
C -2.297338 0.163323 -2.100066 0.0 0.0 0.0 -1.276
C -1.657092 0.138629 -0.742647 -0.5 0.1 -0.1 1.682
N -0.362827 0.202408 -0.686947 0.4 0.0 -0.2 0.266
N 0.373979 0.480260 -1.841896 -0.3 0.0 0.0 -0.514
C 1.521921 -0.093661 -1.880519 0.3 -0.2 0.0 0.448
S 2.155680 -1.083979 -0.558384 -0.1 0.1 -0.2 -0.146
S 2.632714 0.058955 -3.202631 -0.1 0.0 0.1 -0.079
C 1.701313 0.994793 -4.457211 0.0 0.0 0.0 -1.104
C 0.628096 0.226226 -5.174411 0.0 0.0 0.0 0.819
C -0.686333 0.673691 -5.142567 0.0 0.1 -0.1 -0.426
C -1.679041 -0.005622 -5.836577 0.0 0.0 0.0 -0.450
C -1.361342 -1.142505 -6.563418 0.0 0.0 0.0 -0.486
C -0.046716 -1.589890 -6.606403 0.0 0.0 0.0 -0.604
C 0.943017 -0.906109 -5.919956 0.0 -0.1 0.0 -0.488
C -2.533925 0.048055 0.439453 0.2 0.0 -0.1 0.021
C -3.908703 -0.138442 0.200552 -0.1 0.0 0.1 -0.856
C -4.844617 -0.133807 1.208654 0.0 0.0 -0.1 -1.114
C -4.425357 0.079417 2.515825 0.1 0.0 0.1 -0.667
C -3.085609 0.261358 2.788035 -0.1 0.0 0.0 -1.172
C -2.122124 0.229358 1.778944 0.2 0.1 0.0 1.795
O -0.838070 0.386656 2.147713 -0.2 0.0 0.1 -0.711
H -1.556621 0.231109 -2.884874 0.0 0.0 0.0 -0.250
H -2.991636 1.000485 -2.175587 0.0 0.0 0.0 0.480
H -2.865820 -0.757010 -2.237200 0.0 0.0 0.0 0.502
H 2.503233 1.282136 -5.140471 0.0 0.0 0.0 0.507
H 1.310944 1.899651 -3.995575 0.0 0.0 0.0 0.402
H -0.927088 1.577168 -4.593592 0.0 0.0 0.0 0.414
H -2.697490 0.361136 -5.821380 0.0 0.0 0.0 0.429
H -2.131322 -1.671426 -7.108797 0.0 0.0 0.0 0.406
H 0.208131 -2.466522 -7.186632 0.0 0.0 0.0 0.400
H 1.968461 -1.255167 -5.965394 0.0 0.0 0.0 0.380
H -4.257052 -0.289596 -0.808509 0.0 0.0 0.0 0.356
H -5.889257 -0.287194 0.981123 0.0 0.0 0.0 0.421
H -5.143839 0.096388 3.324470 0.0 0.0 0.0 0.432
H -2.765951 0.420441 3.810487 0.0 0.0 0.0 0.254
N -0.048807 0.655019 4.645911 0.0 0.0 0.0 -0.129
C 1.418361 0.484791 4.429941 0.0 0.0 0.0 -0.441
P 1.570203 -1.288361 3.984998 -0.1 -0.1 -0.1 1.121
O 0.732780 -2.032743 4.955698 0.0 0.0 0.0 -0.822
O 1.355837 -1.487109 2.498639 0.4 0.4 -0.1 -0.759
C 3.287767 -1.870985 4.307408 0.0 0.0 0.1 -0.815
N 3.142233 -3.367449 4.199701 0.0 0.0 0.0 -0.280
H -0.385502 -0.123625 5.227692 0.0 0.0 0.0 0.432
H -0.529017 0.585061 3.677332 0.0 0.0 -0.1 0.322
H -0.276579 1.540467 5.095268 0.0 0.0 0.0 0.392
H 1.950226 0.692390 5.357514 0.0 0.0 0.0 0.512
H 1.746247 1.173956 3.655424 0.0 0.0 0.0 -0.005
H 3.593658 -1.653780 5.328871 0.0 0.0 0.0 0.405
H 4.040310 -1.534089 3.598731 0.0 0.0 0.0 0.374
H 2.845461 -3.633848 3.255504 0.0 0.0 0.0 0.301
H 2.397893 -3.667937 4.844670 0.0 0.0 0.0 0.358
H 4.006784 -3.864291 4.421300 0.0 0.0 0.0 0.381
Cl 4.009188 3.742322 0.054951 0.0 0.0 0.0 -0.048
C 2.433767 3.835972 0.828098 0.0 -0.1 0.0 0.793
Cl 2.576036 4.359455 2.514513 0.0 0.0 0.0 -0.093
Cl 1.324495 4.859639 -0.066231 0.0 0.0 0.0 -0.048
C 1.871309 2.474323 0.853921 0.0 0.1 -0.1 -0.103
N 1.427910 1.425535 0.870884 0.2 0.4 0.3 0.030
```
Positions in Å, forces in eV/Å.

Relative energy (zero: lowest compared OMol25 entry of this formula, charge and spin), kcal/mol: 9.7
HOMO (alpha / beta), eV: -12.92 / -12.92
Total charge: +2
LUMO level (alpha / beta), eV: -6.7 / -6.7
HOMO-LUMO gap (alpha / beta), hartree: 0.2284 / 0.2285
Multiplicity: 1

Number 1: E_tot -6356.73850 a.u.. Number 2: E_tot -3904.39246 a.u..